{
  "formula": "C9H24ClI2N2P2Sc",
  "method": "ωB97M-V/def2-TZVPD",
  "elements": ["I", "I", "Sc", "P", "C", "C", "H", "H", "H", "H", "H", "H", "C", "H", "H", "H", "P", "C", "C", "H", "H", "H", "C", "H", "H", "H", "H", "H", "H", "Cl", "C", "N", "C", "C", "N", "H", "H", "H", "H", "H", "H"],
  "coordinates": [[-0.858, -2.702, -0.095], [0.757, 0.826, 2.596], [0.116, 1.462, -1.946], [2.379, 0.004, -1.565], [3.255, -1.306, -0.478], [2.758, -0.823, -3.223], [3.787, -0.913, -3.410], [4.689, 0.841, -2.005], [2.279, -0.196, -3.987], [3.460, 2.098, -2.169], [2.650, -2.154, -0.481], [2.259, -1.783, -3.232], [3.811, 1.241, -1.586], [4.183, -1.514, -0.794], [3.966, 1.578, -0.572], [3.258, -0.933, 0.496], [-2.268, 1.590, -0.672], [-3.324, 0.938, 0.784], [-2.584, 3.429, -0.347], [-3.114, 1.653, -2.951], [-4.453, 1.925, -1.830], [-3.804, 0.297, -2.068], [-3.586, 1.355, -2.006], [-2.018, 3.971, -1.111], [-3.602, 3.680, -0.391], [-4.226, 1.370, 0.832], [-2.773, 1.104, 1.651], [-2.150, 3.669, 0.612], [-3.400, -0.096, 0.660], [0.245, 2.937, -3.949], [-0.881, -1.450, 3.912], [-0.118, -1.966, 2.753], [0.545, -3.228, 2.734], [-0.090, -1.237, 1.745], [-0.090, -0.609, 0.745], [-0.732, -2.275, 4.712], [-2.081, -1.326, 3.829], [-0.525, -0.426, 4.438], [0.206, -4.068, 1.938], [1.757, -3.265, 2.663], [0.315, -3.698, 3.768]],
  "forces_ev_per_a": [[-0.96, -0.92, -2.37], [1.30, 2.85, 0.20], [0.16, 0.88, -1.20], [3.84, -1.22, -0.94], [-4.33, 2.21, 0.10], [-2.83, 1.11, 0.55], [1.35, -0.03, 0.01], [0.94, -0.73, -0.52], [0.34, -0.25, -0.17], [0.41, 0.08, -0.05], [-0.97, -1.65, -0.07], [-0.01, -0.31, -0.08], [-2.81, 0.84, 0.42], [3.34, -0.37, -1.62], [0.20, 0.13, 0.31], [0.19, 0.64, 1.72], [-3.86, 1.45, 0.58], [4.43, -1.01, -1.77], [2.84, -1.08, -0.63], [-0.45, 0.03, -0.05], [-0.94, 0.75, 0.44], [-0.20, -0.26, -0.06], [2.81, -0.82, -0.49], [-0.28, 0.31, 0.08], [-1.42, 0.08, -0.09], [-3.20, 1.92, -0.31], [0.89, 0.41, 1.71], [0.02, 0.18, 0.33], [-0.31, -1.75, -0.21], [-0.17, -1.91, 2.59], [-1.89, -0.26, 3.93], [-1.08, -1.02, 2.47], [2.34, -4.93, 1.39], [0.43, 1.34, 0.46], [-0.22, 0.93, -3.18], [-0.41, 1.47, -1.26], [2.90, -0.48, -0.60], [-0.38, -2.61, -1.72], [0.35, 2.45, 1.79], [-2.89, 0.86, 0.09], [0.52, 0.68, -1.78]],
  "de_lowest_ev": 4.890,
  "largest_force_ha_per_bohr": 0.10951,
  "charge": 2,
  "homo_energy_ev": [-14.376, -14.554]
}


{
  "formula": "C9H24CuO11",
  "method": "ωB97M-V/def2-TZVPD",
  "elements": ["Cu", "C", "O", "O", "O", "C", "C", "O", "O", "H", "H", "H", "H", "H", "H", "C", "C", "O", "O", "H", "H", "H", "H", "H", "H", "C", "C", "O", "O", "H", "H", "H", "H", "H", "H", "C", "C", "O", "O", "H", "H", "H", "H", "H", "H"],
  "coordinates": [[0.019, 12.685, -7.649], [1.111, 11.247, -9.315], [1.424, 12.557, -9.363], [0.786, 10.623, -10.350], [1.047, 10.755, -8.110], [-1.895, 16.402, -9.034], [-2.503, 15.053, -9.329], [-1.528, 14.032, -9.152], [-0.888, 16.802, -9.940], [-1.478, 16.375, -8.014], [-2.645, 17.195, -8.954], [-2.811, 15.035, -10.380], [-3.320, 14.883, -8.625], [-1.106, 13.811, -9.990], [-0.087, 16.318, -9.705], [4.379, 14.121, -8.175], [4.743, 12.958, -9.079], [3.951, 13.016, -10.236], [3.051, 13.942, -7.718], [4.516, 15.080, -8.684], [5.010, 14.122, -7.271], [4.653, 12.014, -8.527], [5.792, 12.987, -9.398], [2.999, 12.809, -10.013], [2.591, 13.314, -8.336], [1.170, 13.180, -4.941], [-0.118, 13.940, -4.728], [-0.696, 14.158, -6.017], [0.900, 11.906, -5.500], [1.859, 13.168, -4.096], [1.672, 13.697, -5.770], [0.114, 14.891, -4.232], [-0.790, 13.368, -4.076], [-1.642, 14.272, -5.886], [0.454, 11.312, -4.889], [-2.842, 10.571, -7.186], [-3.429, 11.945, -7.355], [-4.824, 12.019, -7.083], [-1.447, 10.692, -7.467], [-3.241, 9.885, -7.948], [-2.994, 10.141, -6.193], [-3.217, 12.352, -8.347], [-2.911, 12.629, -6.675], [-5.292, 11.463, -7.712], [-0.984, 9.932, -7.103]],
  "forces_ev_per_a": [[0.62, -0.51, -0.28], [-0.92, -0.91, 0.26], [-0.05, 0.50, 0.00], [0.53, 0.33, 0.25], [0.21, 0.33, -0.49], [0.26, 0.47, 1.16], [0.77, 0.13, -0.54], [-0.12, -0.13, 0.25], [-0.12, -0.08, -0.08], [0.06, -0.24, -0.12], [-0.13, -0.09, -0.55], [-0.52, 0.04, 0.19], [-0.18, -0.17, -0.20], [0.21, -0.09, 0.09], [0.01, -0.06, -0.11], [0.07, -0.61, 0.89], [0.26, 0.27, -0.26], [-0.15, -0.31, -0.24], [0.11, 0.25, -0.08], [-0.10, -0.03, -0.17], [0.16, 0.05, -0.20], [-0.37, 0.01, 0.03], [-0.01, 0.30, 0.00], [0.22, -0.06, -0.19], [-0.58, 0.20, 0.28], [-0.15, 0.05, -1.19], [0.47, 0.03, 0.58], [-0.14, -0.03, 0.31], [0.26, -0.07, 0.32], [-0.26, -0.07, 0.28], [0.28, -0.01, 0.22], [-0.15, 0.05, -0.11], [-0.11, 0.03, -0.12], [-0.03, 0.03, -0.26], [0.00, 0.15, 0.16], [0.92, -0.54, -0.76], [-0.04, 0.57, -0.08], [-0.05, -0.02, 0.31], [-1.04, 0.37, 0.56], [-0.43, -0.01, 0.22], [-0.32, 0.20, 0.08], [0.13, -0.34, -0.08], [-0.24, -0.09, 0.19], [0.08, -0.02, -0.07], [0.58, 0.13, -0.46]],
  "de_lowest_ev": 0.000,
  "largest_force_ha_per_bohr": 0.02563,
  "charge": -1,
  "homo_energy_ev": -3.102
}


{
  "formula": "C9H24F2N7O16S2",
  "method": "ωB97M-V/def2-TZVPD",
  "elements": ["C", "C", "O", "N", "H", "H", "C", "H", "H", "H", "H", "H", "H", "C", "C", "O", "N", "H", "H", "C", "H", "H", "H", "H", "H", "H", "C", "C", "O", "N", "H", "H", "C", "H", "H", "H", "H", "H", "H", "N", "S", "O", "O", "F", "S", "O", "O", "F", "N", "O", "O", "O", "N", "O", "O", "O", "N", "O", "O", "O"],
  "coordinates": [[5.591, 1.995, -1.484], [4.432, 1.666, -2.377], [4.362, 0.774, -3.154], [3.277, 2.673, -2.538], [3.694, 3.591, -2.685], [2.716, 2.348, -3.320], [2.518, 2.727, -1.222], [6.399, 2.396, -2.093], [5.858, 1.048, -1.015], [5.304, 2.638, -0.651], [3.205, 3.198, -0.520], [2.407, 1.694, -0.893], [1.554, 3.223, -1.249], [-4.312, 0.187, -0.884], [-3.417, 1.074, -1.778], [-3.739, 2.169, -2.108], [-2.121, 0.553, -2.393], [-1.393, 1.262, -2.315], [-1.821, -0.278, -1.849], [-2.293, 0.089, -3.812], [-3.737, -0.633, -0.466], [-5.218, -0.090, -1.418], [-4.653, 0.787, -0.036], [-2.226, 0.948, -4.474], [-3.170, -0.538, -3.941], [-1.470, -0.570, -4.089], [-3.235, -3.888, 1.241], [-2.663, -3.286, 2.502], [-3.163, -3.291, 3.571], [-1.339, -2.527, 2.298], [-0.935, -2.678, 1.371], [-1.680, -1.547, 2.330], [-0.308, -2.907, 3.315], [-3.205, -3.089, 0.495], [-4.279, -4.085, 1.467], [-2.709, -4.798, 0.960], [-0.847, -2.788, 4.255], [0.550, -2.254, 3.187], [-0.107, -3.976, 3.305], [3.493, 1.781, 2.682], [4.841, 2.359, 2.286], [5.089, 2.633, 0.899], [6.001, 2.088, 3.136], [4.588, 3.813, 2.891], [3.747, 0.231, 2.022], [4.887, -0.496, 2.533], [3.305, -0.001, 0.659], [2.591, -0.444, 2.895], [-0.252, 0.373, 0.374], [0.161, 0.616, 1.497], [-0.926, -0.647, 0.113], [-0.035, 1.177, -0.544], [-3.285, -3.225, -2.108], [-4.436, -3.485, -1.700], [-2.866, -3.842, -3.123], [-2.600, -2.289, -1.620], [-3.017, 1.391, 2.388], [-1.980, 2.063, 2.475], [-2.997, 0.128, 2.318], [-4.138, 1.961, 2.396]],
  "forces_ev_per_a": [[-1.19, -0.14, -0.30], [0.92, -0.17, -1.42], [-0.24, -0.34, 0.20], [0.25, 0.35, 1.53], [-0.22, 0.07, -0.44], [0.02, 0.08, -0.09], [0.51, -0.59, 0.60], [0.04, -0.08, -0.12], [0.28, 0.04, -0.15], [0.38, 0.04, -1.00], [-0.23, 0.13, 0.06], [-0.38, 0.08, 0.04], [0.08, 0.00, -0.42], [1.40, 0.53, 0.12], [-1.66, 0.05, 0.40], [0.49, 0.27, -0.30], [-0.67, -1.55, 0.09], [0.08, -0.03, 0.46], [0.23, 0.10, 0.45], [0.63, -0.09, -0.21], [-0.29, -0.32, -0.30], [0.28, -0.33, -0.31], [0.26, 0.36, -0.09], [-0.56, 0.05, 0.04], [-0.29, 0.40, 0.22], [0.18, 0.06, 0.43], [-0.14, 1.06, 0.96], [-0.24, -0.62, -1.11], [0.48, 0.18, 0.50], [-0.34, -1.02, 0.00], [-0.48, 0.41, -0.29], [0.59, 0.85, 0.02], [-1.33, 0.50, 0.77], [0.20, -0.39, -0.46], [0.05, -0.26, -0.12], [0.11, 0.14, -0.26], [0.55, 0.51, 0.22], [0.05, -0.13, 0.18], [0.26, 0.05, -0.73], [-0.45, -3.91, -1.91], [4.91, 4.82, 4.29], [-0.35, -0.23, 0.68], [-1.22, -1.06, -1.94], [-0.95, 0.65, -0.60], [-2.73, -2.57, 1.81], [-0.43, 1.26, -1.13], [0.88, 1.02, 1.01], [0.05, 0.38, -0.48], [0.08, 0.25, 1.43], [0.23, -0.77, -0.11], [-0.37, -0.88, -0.23], [0.31, 1.21, -1.76], [-0.81, -0.40, -2.28], [0.64, 0.33, 0.77], [0.28, 0.41, 0.90], [0.00, -0.21, 0.41], [-0.57, 0.84, 0.43], [-0.40, -0.61, -0.11], [0.43, -0.44, -0.06], [0.39, -0.35, -0.27]],
  "largest_force_ha_per_bohr": 0.15781,
  "charge": -1,
  "homo_energy_ev": -5.116
}